# C27H31MnN8O4S3

C27H31MnN8O4S3 as an isolated structure in a non-equilibrium geometry (ωB97M-V/def2-TZVPD, the OMol25 dataset).

Geometry (Å):
1 Mn 11.887 10.757 11.741
2 O 10.060 12.637 15.086
3 C 10.388 11.973 14.102
4 N 11.571 11.875 13.493
5 C 12.544 12.866 13.821
6 C 13.589 13.081 12.798
7 C 14.620 13.980 13.037
8 C 15.648 14.089 12.080
9 C 15.543 13.392 10.909
10 C 14.465 12.535 10.685
11 N 13.508 12.385 11.667
12 C 9.334 11.092 13.369
13 C 8.094 10.920 13.883
14 C 7.131 10.271 13.187
15 C 7.455 9.751 11.960
16 C 8.785 9.949 11.474
17 N 9.711 10.566 12.191
18 H 13.035 12.555 14.753
19 H 12.040 13.851 14.059
20 H 14.637 14.494 14.026
21 H 16.471 14.715 12.335
22 H 16.333 13.422 10.203
23 H 14.250 11.968 9.821
24 H 7.912 11.383 14.851
25 H 6.127 10.057 13.596
26 H 6.759 9.182 11.358
27 H 9.211 9.581 10.523
28 S 12.928 8.545 12.299
29 C 12.980 8.947 13.966
30 N 11.919 8.644 14.753
31 C 11.954 8.909 16.077
32 C 13.004 9.561 16.625
33 C 14.163 9.653 15.817
34 N 14.162 9.341 14.505
35 H 11.187 8.082 14.312
36 H 11.098 8.641 16.682
37 H 13.061 9.685 17.717
38 H 15.104 9.968 16.221
39 N 8.756 15.520 15.110
40 C 8.179 14.714 14.058
41 C 9.169 14.617 12.929
42 O 9.025 13.936 11.968
43 O 10.191 15.451 13.053
44 H 8.088 16.140 15.584
45 H 9.973 15.909 13.889
46 H 9.213 14.875 15.778
47 H 7.260 15.148 13.657
48 H 7.853 13.749 14.433
49 C 8.811 6.096 11.966
50 S 10.055 5.762 13.206
51 C 9.221 4.404 14.145
52 O 9.990 6.991 14.094
53 H 7.816 6.290 12.334
54 H 8.818 5.298 11.207
55 H 9.168 7.007 11.544
56 H 9.421 3.446 13.604
57 H 8.142 4.607 14.273
58 H 9.772 4.459 15.046
59 N 10.369 12.857 9.762
60 C 10.893 11.863 9.020
61 N 11.477 10.820 9.568
62 C 12.012 10.011 8.527
63 C 12.720 8.801 8.734
64 C 13.123 8.028 7.689
65 C 12.774 8.432 6.384
66 C 12.197 9.661 6.141
67 C 11.815 10.488 7.219
68 S 10.936 12.005 7.267
69 H 10.277 12.706 10.735
70 H 10.020 13.695 9.258
71 H 12.852 8.390 9.717
72 H 13.794 7.165 7.876
73 H 13.195 7.843 5.589
74 H 12.132 9.941 5.071

Output
Total charge: +1
Energy relative to the best compared isomer or geometry (same formula, charge and spin): 0.000 eV
Spin multiplicity: 6
Kohn-Sham gap (alpha / beta): 7.97 / 8.02 eV
<S²>: 8.7558

Want to see where the charge sits? The Mulliken charges in e are:
1. Mn 0.451
2. O -0.798
3. C -0.659
4. N 0.892
5. C -0.787
6. C 0.471
7. C -0.802
8. C -0.373
9. C -0.885
10. C -0.555
11. N 0.340
12. C 0.596
13. C -0.415
14. C -0.785
15. C -0.751
16. C -0.905
17. N 0.651
18. H 0.333
19. H 0.420
20. H 0.410
21. H 0.476
22. H 0.425
23. H 0.468
24. H 0.674
25. H 0.409
26. H 0.547
27. H 0.541
28. S -0.647
29. C 0.773
30. N 0.482
31. C -0.037
32. C -0.659
33. C -0.225
34. N -0.504
35. H -0.101
36. H 0.420
37. H 0.445
38. H 0.461
39. N -0.713
40. C 0.166
41. C 0.244
42. O -0.657
43. O -0.481
44. H 0.210
45. H 0.421
46. H 0.247
47. H 0.464
48. H 0.068
49. C -0.623
50. S 0.503
51. C -1.011
52. O -0.755
53. H 0.360
54. H 0.442
55. H -0.085
56. H 0.375
57. H 0.291
58. H 0.372
59. N -0.107
60. C -0.024
61. N 1.018
62. C -0.677
63. C -0.346
64. C -0.609
65. C -0.574
66. C -0.383
67. C 0.955
68. S -0.281
69. H -0.078
70. H 0.254
71. H 0.136
72. H 0.384
73. H 0.356
74. H 0.343